# 1
{"formula": "BrH2O2PS", "method": "wB97M-V/def2-TZVPD", "species": ["O", "O", "P", "S", "Br", "H", "H"], "xyz": [[1.0982, 0.4707, 0.3142], [-0.4788, 1.9435, -0.8377], [0.7020, 0.8279, -1.0336], [-0.2378, -2.2101, 1.8010], [-0.6166, -2.3272, -0.3313], [0.4037, -1.0358, 1.7097], [-0.8706, 2.3312, -1.6223]], "forces_ev_per_a": [[0.549, -0.301, 0.880], [0.478, -0.450, 0.196], [-0.940, 0.850, -0.572], [0.013, -0.010, 0.236], [-0.168, -0.192, -0.346], [0.081, 0.115, 0.008], [-0.013, -0.011, -0.401]], "lumo_ha": -0.0138, "smiles": "O=PO.SBr", "total_charge": 0, "homo_lumo_gap_ev": 8.73, "e_tot_ev": -94294.76114, "de_lowest_kcal_mol": 36.2, "homo_energy_ha": -0.3347}

---

# 2
{"formula": "BrH2PS2", "method": "wB97M-V/def2-TZVPD", "species": ["P", "S", "S", "Br", "H", "H"], "xyz": [[1.0874, 1.3619, -0.1783], [-0.9016, 1.2721, 0.3305], [0.4739, -2.3597, 0.0372], [0.7457, 2.7942, -1.8993], [-0.5349, 0.1195, 0.7859], [0.7887, -3.3542, 0.7996]], "forces_ev_per_a": [[0.129, 0.865, -0.959], [-0.324, 0.864, -0.260], [-0.407, 1.225, -0.970], [0.439, -0.219, 0.283], [-0.247, -1.603, 0.973], [0.410, -1.131, 0.933]], "lumo_ha": [-0.0466, -0.1051], "total_charge": 0, "homo_lumo_gap_ev": [8.89, 5.13], "e_tot_ev": -101032.47253, "de_lowest_kcal_mol": 58.8, "homo_energy_ha": [-0.3732, -0.2935]}

---

# 3
{"formula": "BrH3P2", "method": "wB97M-V/def2-TZVPD", "species": ["P", "P", "Br", "H", "H", "H"], "xyz": [[0.5691, -0.0392, 0.0021], [-1.3797, -0.1430, -1.6453], [-2.5124, 1.2336, -0.2021], [0.2962, -0.5830, 1.4310], [1.3570, -1.1110, -0.1709], [1.6698, 0.6425, 0.5853]], "forces_ev_per_a": [[-1.297, -0.764, 2.373], [1.027, 0.832, 1.713], [-0.044, -0.318, -0.530], [-0.341, 0.903, -2.099], [0.925, -1.453, -0.801], [-0.271, 0.799, -0.657]], "lumo_ha": -0.0443, "smiles": "[PH3]=PBr", "total_charge": 0, "homo_lumo_gap_ev": 6.42, "e_tot_ev": -88666.03035, "de_lowest_kcal_mol": 53.6, "homo_energy_ha": -0.2802}

---

# 4
{"formula": "BrH8LiO4", "method": "wB97M-V/def2-TZVPD", "species": ["Li", "Br", "O", "H", "H", "O", "H", "H", "O", "H", "H", "O", "H", "H"], "xyz": [[2.2407, 2.2771, -0.7581], [0.3180, 0.6319, -0.3482], [-0.8125, -2.3881, -1.2731], [-0.3435, -1.6931, -0.9027], [-1.1832, -1.8159, -1.9459], [-0.3111, 1.0391, 2.9636], [-0.7151, 2.0649, 3.2319], [-0.4413, 1.0018, 2.0604], [2.3679, -1.2402, 1.9178], [2.5772, -1.8806, 1.1780], [1.7283, -0.7394, 1.4698], [-1.8836, 1.0473, -2.8235], [-2.5578, 1.0551, -2.3232], [-0.9840, 0.6400, -2.4467]], "forces_ev_per_a": [[-0.802, -0.738, 0.229], [0.944, 0.744, -0.190], [-1.285, -1.306, -1.345], [2.095, 1.697, 2.196], [-0.878, -0.536, -0.898], [-1.342, 4.866, 4.569], [1.804, -4.711, -1.258], [-0.468, -0.118, -3.243], [1.842, -2.309, -0.861], [-0.046, 0.742, 1.483], [-1.781, 1.585, -0.633], [10.691, -1.064, -6.055], [-7.123, -0.344, 6.461], [-3.652, 1.490, -0.454]], "lumo_ha": -0.0652, "total_charge": 0, "homo_lumo_gap_ev": 8.30, "e_tot_ev": -78567.07364, "de_lowest_kcal_mol": 77.9, "homo_energy_ha": -0.3701}

---

# 5
{"formula": "BrH8NSi3", "method": "wB97M-V/def2-TZVPD", "species": ["N", "Si", "Si", "Si", "Br", "H", "H", "H", "H", "H", "H", "H", "H"], "xyz": [[0.7135, -0.3176, -0.1944], [0.8796, -1.7845, 0.5987], [-0.2199, -0.0274, -1.6045], [-1.8078, 2.1873, 1.0837], [-1.5230, 3.5572, 2.8036], [0.9262, -1.5468, 2.0787], [2.0760, -2.6111, 0.3979], [-0.4464, -2.5871, 0.2315], [0.0011, 1.4167, -2.0628], [0.2658, -0.5646, -2.9274], [-1.6689, -0.5866, -1.3096], [1.1693, 0.3566, 0.4321], [-0.3656, 2.5080, 0.4726]], "forces_ev_per_a": [[0.798, 0.980, 0.452], [-1.721, -2.388, 1.121], [-0.683, 0.770, -1.095], [0.894, -0.013, -0.663], [0.009, 0.229, 0.336], [-0.151, 0.094, -0.298], [0.141, -0.053, -0.460], [1.441, 0.550, 0.347], [-0.676, -0.502, 0.800], [-0.075, -0.595, 0.702], [1.328, 0.780, -0.434], [-0.418, 0.372, -1.173], [-0.887, -0.225, 0.364]], "lumo_ha": -0.0439, "total_charge": 0, "homo_lumo_gap_ev": 7.91, "e_tot_ev": -95294.19167, "de_lowest_kcal_mol": 62.2, "homo_energy_ha": -0.3346}

---

# 6
{"formula": "BrHIN", "method": "wB97M-V/def2-TZVPD", "species": ["N", "Br", "I", "H"], "xyz": [[0.4149, -0.3609, 0.5245], [1.7629, -1.4210, -0.0788], [4.0330, -0.2025, -0.0770], [-0.1564, -0.0864, -0.2096]], "forces_ev_per_a": [[2.178, -1.666, 2.466], [-2.340, 0.484, 0.316], [1.051, 0.580, -0.139], [-0.890, 0.602, -2.643]], "lumo_ha": [-0.0700, -0.0692], "total_charge": 0, "homo_lumo_gap_ev": [7.70, 7.00], "e_tot_ev": -79645.91322, "de_lowest_kcal_mol": 38.6, "homo_energy_ha": [-0.3530, -0.3266]}

---

# 7
{"formula": "BrHN4", "method": "wB97M-V/def2-TZVPD", "species": ["N", "N", "N", "N", "Br", "H"], "xyz": [[0.0947, -0.8918, 0.5408], [-0.4350, -1.3286, -0.4668], [-0.7493, -1.9847, -1.3187], [-2.0583, 0.4119, 0.2639], [-3.6450, -0.1599, 0.1319], [-0.5558, -0.0909, 0.9980]], "forces_ev_per_a": [[-0.712, 2.564, 2.111], [0.428, -1.335, 0.315], [-0.447, 0.269, -0.893], [0.202, 1.349, 0.028], [-1.403, -0.536, -0.084], [1.932, -2.311, -1.477]], "lumo_ha": [-0.0689, -0.0723], "total_charge": 0, "homo_lumo_gap_ev": [7.82, 7.75], "e_tot_ev": -76012.60256, "de_lowest_kcal_mol": 2.0, "homo_energy_ha": [-0.3564, -0.3572]}

---

# 8
{"formula": "BrHNO2S", "method": "wB97M-V/def2-TZVPD", "species": ["N", "O", "O", "S", "Br", "H"], "xyz": [[-0.7805, 0.6207, 0.1416], [-0.5492, 0.3131, 1.5768], [1.5763, -0.4575, 0.3560], [0.1546, -0.7396, 0.2368], [-0.2601, -1.0507, -2.1284], [-0.1412, 1.3141, -0.1828]], "forces_ev_per_a": [[-0.880, -0.992, 0.528], [0.300, 0.223, -0.430], [0.298, 0.129, -0.499], [-0.659, -0.173, 2.112], [0.159, -0.383, -1.777], [0.782, 1.196, 0.067]], "lumo_ha": 0.1431, "total_charge": -1, "homo_lumo_gap_ev": 8.36, "e_tot_ev": -86478.25256, "de_lowest_kcal_mol": 26.0, "homo_energy_ha": -0.1640}

---

# 9
{"formula": "BrHO3", "method": "wB97M-V/def2-TZVPD", "species": ["O", "Br", "H", "O", "O"], "xyz": [[1.0464, 0.1456, 0.0000], [1.7696, 1.9812, 0.0000], [0.0332, 0.0376, 0.0000], [-0.9228, -1.4413, 0.0000], [-1.9264, -0.7232, 0.0000]], "forces_ev_per_a": [[-0.213, 1.417, -0.001], [-1.537, -2.437, -0.001], [2.489, 1.644, 0.004], [-2.611, 0.998, -0.002], [1.872, -1.621, -0.001]], "lumo_ha": [-0.0829, -0.0859], "smiles": "O=O.OBr", "total_charge": 0, "homo_lumo_gap_ev": [8.12, 8.04], "e_tot_ev": -76194.66609, "homo_energy_ha": [-0.3813, -0.3812]}

---

# 10
{"formula": "BrLi", "method": "wB97M-V/def2-TZVPD", "species": ["Li", "Br"], "xyz": [[21.4988, -26.6492, 28.5077], [20.3813, -26.8673, 26.9848]], "forces_ev_per_a": [[2.101, 0.408, 2.858], [-2.101, -0.408, -2.858]], "lumo_ha": -0.0276, "total_charge": 0, "homo_lumo_gap_ev": 8.68, "e_tot_ev": -70248.56283, "de_lowest_kcal_mol": 9.6, "homo_energy_ha": -0.3467}

---

# 11
{"formula": "BrPt", "method": "wB97M-V/def2-TZVPD", "species": ["Pt", "Br"], "xyz": [[0.1296, 1.2367, 0.0383], [-0.1296, -1.2367, -0.0383]], "forces_ev_per_a": [[-0.327, -3.112, -0.097], [0.327, 3.112, 0.097]], "lumo_ha": [-0.2959, -0.3587], "total_charge": 1, "homo_lumo_gap_ev": [9.08, 7.05], "e_tot_ev": -73277.02500, "spin_multiplicity": 3, "s_squared": 2.01, "de_lowest_kcal_mol": 4.5, "homo_energy_ha": [-0.6297, -0.6176]}

---

# 12
{"formula": "BrPt2", "method": "wB97M-V/def2-TZVPD", "species": ["Pt", "Pt", "Br"], "xyz": [[0.9173, 1.5317, -1.0947], [-0.8517, -1.5346, 1.1618], [-0.0656, 0.0029, -0.0671]], "forces_ev_per_a": [[2.698, 4.141, -2.750], [-2.093, -4.162, 3.363], [-0.604, 0.021, -0.613]], "lumo_ha": [-0.6584, -0.7515], "total_charge": 3, "homo_lumo_gap_ev": [9.81, 7.35], "e_tot_ev": -76487.19400, "spin_multiplicity": 5, "s_squared": 6.02, "de_lowest_kcal_mol": 52.2, "homo_energy_ha": [-1.0189, -1.0217]}

---

What did the sixth record say?
{"formula": "BrHIN", "method": "wB97M-V/def2-TZVPD", "species": ["N", "Br", "I", "H"], "xyz": [[0.4149, -0.3609, 0.5245], [1.7629, -1.4210, -0.0788], [4.0330, -0.2025, -0.0770], [-0.1564, -0.0864, -0.2096]], "forces_ev_per_a": [[2.178, -1.666, 2.466], [-2.340, 0.484, 0.316], [1.051, 0.580, -0.139], [-0.890, 0.602, -2.643]], "lumo_ha": [-0.0700, -0.0692], "total_charge": 0, "homo_lumo_gap_ev": [7.70, 7.00], "e_tot_ev": -79645.91322, "de_lowest_kcal_mol": 38.6, "homo_energy_ha": [-0.3530, -0.3266]}